Entry 1:
Below is an isolated ion of composition C9H9O4P and charge -2, with properties calculated with ωB97M-V/def2-TZVPD.

The geometry in XYZ format:
```
23
Properties=species:S:1:pos:R:3:forces:R:3:mulliken_charge:R:1
C 2.28896 -0.96675 -1.69403 -3.2142 2.2368 3.3878 -0.596
C 1.31559 -0.44178 -2.52490 1.9314 -1.4298 -2.5051 -0.410
C 2.11382 -0.80729 -0.26220 0.9317 -1.3713 -0.5632 -0.522
C 0.17197 0.09939 -2.00161 -3.5090 2.1978 -0.8709 -0.304
C 0.91006 -0.30365 0.24338 2.0407 0.1270 0.8736 0.639
C -0.05984 0.22938 -0.59867 0.5332 -0.3084 -2.3105 0.786
C 0.68700 -0.03198 1.74189 2.1031 0.6419 -2.0911 -0.894
C 0.67210 1.43463 1.94545 -5.2306 -0.5558 1.5583 -0.921
C -1.32952 0.76109 -0.10425 -1.0439 0.6658 1.1050 -0.472
O -2.73766 0.14348 2.32643 -0.0330 0.4368 -0.7604 -0.805
O -3.67318 -0.38135 -0.03219 -0.1354 -0.6758 0.1256 -0.580
O -1.82405 -1.79931 0.98719 0.2112 -0.6970 -0.6039 -0.754
O -1.96467 1.75910 -0.53706 0.7926 -0.9407 -0.3850 -0.647
P -2.37627 -0.42237 0.98023 -0.1848 0.3238 1.2043 1.007
H 3.14545 -1.37628 -2.00089 3.2039 -1.4853 -1.5667 0.554
H 1.59233 -0.60128 -3.66548 -1.2280 0.6940 2.1321 0.092
H 3.02092 -1.22095 0.38798 -2.3157 1.0466 -0.9709 0.080
H -0.70503 0.56343 -2.69995 2.2731 -1.2619 1.5931 0.056
H -0.19504 -0.57892 1.82168 -1.5663 -0.6060 1.5456 0.268
H 1.52218 -0.53843 2.21513 0.1546 -0.4233 0.5873 0.485
H -0.34349 1.95713 2.16341 2.0069 -1.0312 -0.2100 0.290
H 1.45981 2.01378 1.68011 2.3324 1.5964 -0.9934 0.328
H -3.69142 0.50895 -0.37166 -0.0539 0.8196 -0.2815 0.321
```
Forces are in eV/Å.

Calculated values
- Charge: -2
- LUMO level (alpha / beta): 5.9657 / 5.9179 eV
- Calculated total energy: -990.6142 Eh

***

Entry 2:
Below is a 2-piece molecular cluster, C9H9O4S overall, with properties calculated with ωB97M-V/def2-TZVPD.

The geometry in XYZ format:
```
23
Properties=species:S:1:pos:R:3:forces:R:3:mulliken_charge:R:1
C 2.06704 0.29983 -2.00346 -1.0396 -1.1582 0.9760 -0.298
C 1.98151 -0.60471 -0.87578 2.2396 0.1058 0.2866 -0.692
C 0.92674 0.86174 -2.43808 1.5851 -1.0071 1.0124 -0.750
C 0.89083 -0.78780 -0.16757 1.7466 -1.1854 0.6748 -0.151
C -0.36306 0.78584 -1.66167 0.4268 0.9778 0.4240 -0.444
C -0.31590 -0.21433 -0.47691 -3.7777 1.0887 -1.0875 0.237
C 0.79467 1.91841 1.71067 -0.0767 2.0653 -0.2438 -0.397
C 0.70902 0.88018 2.26748 -0.1026 -1.5946 0.8535 -0.495
C -1.42305 -0.41302 0.27129 -0.1643 -1.1435 0.1091 -0.030
O -1.79479 -3.02443 0.90561 0.1537 2.0508 -0.1063 -0.696
O -0.76350 -1.74393 2.65173 0.6978 1.1011 -0.3263 -0.730
O -3.06010 -1.33719 2.09002 -1.0162 1.4118 -0.1257 -0.829
O -2.63162 0.11897 0.00422 0.6432 0.9835 -0.5586 -0.494
S -1.75501 -1.70004 1.58269 1.1014 -4.0666 0.0176 1.307
H 3.09919 0.37425 -2.27812 0.0999 0.7540 -1.2767 0.358
H 2.91472 -1.01486 -0.43660 -0.5351 0.2179 -0.6272 0.268
H 1.05841 1.50722 -3.24008 -0.4888 1.3541 -1.4916 0.393
H 1.09268 -1.33456 0.71421 -0.7955 -0.7661 0.8980 0.522
H -1.22966 0.81868 -2.36951 0.4202 -0.5553 0.9778 0.355
H 0.71580 2.92524 1.38835 0.2444 0.0469 -0.3092 0.403
H -0.34723 1.78536 -1.15309 -0.5366 -0.3244 -0.3480 0.172
H 0.52744 -0.09744 2.66591 0.0059 -0.0788 0.0680 0.538
H -3.09414 -0.00339 0.84871 -0.8316 -0.2775 0.2030 0.453
```
Forces are in eV/Å.

Calculated values
- Charge: -1
- LUMO level: 3.3059 eV
- Calculated total energy: -1047.4182 Eh

***

Entry 3:
Below is CAsMoS7 as an isolated structure, with properties calculated with ωB97M-V/def2-TZVPD.

The geometry in XYZ format:
```
10
Properties=species:S:1:pos:R:3:forces:R:3:mulliken_charge:R:1
Mo -0.01142 -0.11387 -0.20322 0.3005 -0.6128 1.2191 0.311
S 3.40843 -1.63007 2.06183 -0.0053 -0.6248 -1.2874 -0.111
C 2.02108 -1.56769 1.19334 1.8400 0.4309 2.8463 0.545
S 1.70408 -1.63260 -0.50131 -0.5342 0.4846 -0.0747 -0.055
S 0.77425 -1.10927 2.26498 -1.6964 0.9472 -2.6332 -0.083
S -1.98700 0.87822 1.10156 1.3371 -0.3441 -1.5717 -0.063
As -1.85987 1.42351 -1.07093 -1.2835 2.1856 0.3634 0.718
S -1.37523 -0.97340 -1.60505 -0.0638 0.1996 -0.0971 -0.014
S 0.42518 1.91184 -1.24021 -0.7315 -1.3346 0.7934 -0.094
S -3.09950 2.81335 -2.00099 0.8370 -1.3317 0.4421 -0.155
```
Forces are in eV/Å.

Calculated values
- Charge: +1
- LUMO level (alpha / beta): -7.5637 / -7.5642 eV
- Calculated total energy: -5129.0481 Eh

***

Entry 4:
Below is one molecule with the formula CBr2Cl2S, with properties calculated with ωB97M-V/def2-TZVPD.

The geometry in XYZ format:
```
6
Properties=species:S:1:pos:R:3:forces:R:3:mulliken_charge:R:1
C -0.56884 0.14453 0.16530 0.8667 1.6214 2.8837 0.220
S 0.47803 -0.46239 1.45461 -0.3911 -0.1381 -1.2205 0.062
Cl -0.30727 -0.65183 -1.24050 -1.4043 -1.4218 -2.1294 -0.069
Cl 1.99883 -0.42818 -1.98308 1.4231 0.1981 -0.3431 -0.159
Br -0.51859 0.42365 3.09776 -0.3398 0.3085 1.1352 -0.039
Br -0.82290 2.04691 0.11328 -0.1546 -0.5681 -0.3259 -0.015
```
Forces are in eV/Å.

Calculated values
- Charge: 0
- LUMO level (alpha / beta): -0.4356 / -3.3428 eV
- Calculated total energy: -6504.5635 Eh
- ⟨S²⟩: 2.009
- 2S+1: 3

***

Entry 5:
Below is a 2-piece molecular cluster, CBr2ClNO2 overall, with properties calculated with ωB97M-V/def2-TZVPD.

The geometry in XYZ format:
```
7
Properties=species:S:1:pos:R:3:forces:R:3:mulliken_charge:R:1
C -0.84095 -0.23004 0.58169 -1.6285 2.9728 -0.4339 0.115
N 0.18930 0.27498 -0.38694 0.5614 -1.1943 1.8589 0.846
O 0.35485 1.45997 -0.60379 -0.4441 -1.3181 -0.1005 -0.532
O 0.85329 -0.68769 -0.70913 1.1840 0.6053 -1.1515 -0.434
Cl -0.87326 -1.76296 1.21106 0.2275 0.3475 -0.1054 0.026
Br -1.78566 -0.90860 -2.23337 -0.3422 0.0650 0.2508 -0.028
Br -1.77817 1.25905 1.36710 0.4419 -1.4780 -0.3184 0.007
```
Forces are in eV/Å.

Calculated values
- Charge: 0
- LUMO level (alpha / beta): -2.5346 / -3.5425 eV
- Calculated total energy: -5851.3453 Eh

***

Entry 6:
Below is CBr2OS as an isolated structure, with properties calculated with ωB97M-V/def2-TZVPD.

The geometry in XYZ format:
```
5
Properties=species:S:1:pos:R:3:forces:R:3:mulliken_charge:R:1
C 0.69210 0.05930 -0.08909 -6.7474 -5.9314 0.9379 0.353
O -0.22947 -1.54106 0.03518 5.1069 5.1548 -0.6343 -0.545
S -0.53098 1.20697 0.01614 -0.1616 -0.9178 -0.2334 0.035
Br 2.40576 0.36556 0.01554 1.7824 0.1989 -0.0583 0.109
Br -2.33741 -0.09076 0.02221 0.0197 1.4955 -0.0119 0.047
```
Forces are in eV/Å.

Calculated values
- Charge: 0
- LUMO level: -1.4316 eV
- Calculated total energy: -5659.3431 Eh

***

Entry 7:
Below is a 2-piece molecular cluster, CBrClNO2P overall, with properties calculated with ωB97M-V/def2-TZVPD.

The geometry in XYZ format:
```
7
Properties=species:S:1:pos:R:3:forces:R:3:mulliken_charge:R:1
C 0.56312 1.34920 0.30959 -2.5270 1.6796 1.7597 0.535
N 0.11516 2.03837 1.18207 1.4104 -1.1734 -0.9806 -0.460
O -0.60881 -2.74579 -1.53548 -0.1494 0.7805 0.1136 -0.376
O 0.73185 0.66776 -0.68374 0.3884 -2.2816 -0.6307 -0.532
P -0.42889 -1.95195 -0.32662 1.1335 0.0038 0.4866 0.851
Cl -1.95712 -1.32071 0.74276 0.1137 0.2562 -0.2507 -0.028
Br 0.94439 -2.93570 1.09129 -0.3696 0.7348 -0.4979 0.010
```
Forces are in eV/Å.

Calculated values
- Charge: 0
- LUMO level (alpha / beta): -4.3079 / -4.3081 eV
- Calculated total energy: -3618.8401 Eh

***

Entry 8:
Below is a 2-piece molecular cluster, CBrF3O overall, with properties calculated with ωB97M-V/def2-TZVPD.

The geometry in XYZ format:
```
6
Properties=species:S:1:pos:R:3:forces:R:3:mulliken_charge:R:1
C 0.30951 -0.46641 0.67283 -0.0189 2.1256 -2.4621 0.640
O -0.74033 1.36392 -0.72929 0.4905 -0.2023 2.9250 -0.384
F -0.34096 -1.48099 0.17813 0.4760 -0.2088 0.7428 -0.138
F 1.61565 -0.45290 0.41978 -1.1884 -0.5241 0.7371 -0.152
F -0.05359 -0.02832 1.83027 0.2759 -0.6880 0.3502 -0.143
Br -0.79029 1.06470 -2.37173 -0.0352 -0.5024 -2.2928 0.178
```
Forces are in eV/Å.

Calculated values
- Charge: 0
- LUMO level (alpha / beta): -0.0671 / -1.8689 eV
- Calculated total energy: -2986.7782 Eh

***

Entry 9:
Below is one molecule with the formula CBrFN4, with properties calculated with ωB97M-V/def2-TZVPD.

The geometry in XYZ format:
```
7
Properties=species:S:1:pos:R:3:forces:R:3:mulliken_charge:R:1
C 0.22135 1.27431 0.26517 -2.2995 -0.4768 -0.2422 0.523
N -0.62907 -2.57083 -0.85303 -0.7875 -0.1217 0.1893 -0.449
N 0.93392 0.26875 0.33384 0.2630 1.4199 0.5209 -0.125
N -0.15888 -1.69179 -0.34216 -0.5840 0.2678 -1.4705 0.664
N 0.72553 -1.01226 0.17002 1.9524 -1.0415 1.0911 -0.263
F 0.55831 2.43891 0.76977 0.3995 -0.0276 -0.3883 -0.180
Br -1.65117 1.29290 -0.34361 1.0561 -0.0201 0.2998 -0.168
```
Forces are in eV/Å.

Calculated values
- Charge: 0
- LUMO level: 0.2741 eV
- Calculated total energy: -2930.8701 Eh

***

Entry 10:
Below is one molecule with the formula CBrN3O4S, with properties calculated with ωB97M-V/def2-TZVPD.

The geometry in XYZ format:
```
10
Properties=species:S:1:pos:R:3:forces:R:3:mulliken_charge:R:1
N -1.99281 -1.78600 -0.49406 -0.6230 -0.9381 -0.0515 -0.302
C -1.44318 -0.78973 -0.45180 0.7022 1.7187 -0.1041 0.375
S -0.62814 0.77715 -0.52758 0.5165 0.0310 -0.0646 1.058
O -0.72193 1.48089 0.69659 -0.3525 -0.3190 -0.0949 -0.496
O -0.94419 1.37774 -1.76842 0.0552 -0.2660 -0.0493 -0.511
N 0.99426 0.18131 -0.68044 0.4797 1.6140 -2.7339 -0.376
Br 2.32590 1.13228 -1.79938 -1.7030 -0.8981 1.2474 0.163
N 1.46149 -0.39932 0.45250 0.0037 -0.3104 0.7784 1.284
O 0.56696 -0.90469 1.08462 -0.2819 -0.5870 0.9245 -0.589
O 2.61962 -0.38558 0.69311 1.2030 -0.0451 0.1481 -0.606
```
Forces are in eV/Å.

Calculated values
- Charge: 0
- LUMO level: -2.3286 eV
- SMILES: N#CS(=O)(=O)N(Br)[N+](=O)[O-]
- Calculated total energy: -3475.2996 Eh

***

Entry 11:
Below is a 2-piece molecular cluster, CBrN3S overall, with properties calculated with ωB97M-V/def2-TZVPD.

The geometry in XYZ format:
```
6
Properties=species:S:1:pos:R:3:forces:R:3:mulliken_charge:R:1
N -0.25563 0.46260 3.09016 -0.4409 -0.2647 -1.5769 -0.172
N -0.58661 0.22614 2.03669 1.1194 0.7669 3.8782 0.236
S -1.04611 -0.13560 0.62472 -0.8613 -0.4387 -2.2539 -0.061
N 4.32454 -2.57851 -0.17479 0.6114 -0.4987 0.0739 -0.329
C 3.56999 -1.74154 0.01854 -0.7096 0.5968 -0.1813 0.246
Br 2.26923 -0.50261 0.12493 0.2810 -0.1616 0.0598 0.079
```
Forces are in eV/Å.

Calculated values
- Charge: 0
- LUMO level: 0.1041 eV
- SMILES: N#[N+][S-].N#CBr
- Calculated total energy: -3174.5159 Eh

***

Entry 12:
Below is CCeNO4S2 as an isolated structure, with properties calculated with ωB97M-V/def2-TZVPD.

The geometry in XYZ format:
```
9
Properties=species:S:1:pos:R:3:forces:R:3:mulliken_charge:R:1
O 1.76968 2.34906 -0.18233 0.7142 -1.4653 -0.5201 -0.479
C 2.78115 1.83110 -0.53578 1.6082 2.9096 0.7170 0.765
O 3.91680 1.74690 -0.75512 -1.6364 -1.3697 -0.1951 -0.238
Ce -0.62852 1.56588 -0.30313 -1.6136 -2.9845 -1.6192 1.237
N -2.29426 0.01395 -1.41548 1.0402 1.2873 1.0569 -0.416
S -2.69026 0.11059 0.33776 0.4569 -0.0229 -0.3401 -0.314
S -1.12079 -1.11772 -1.71647 0.9713 0.6604 -2.6279 0.686
O 0.31697 -0.22957 -1.15951 -1.3845 1.0042 0.4515 -0.674
O -0.99212 -1.10542 -3.22703 -0.1563 -0.0192 3.0771 -0.567
```
Forces are in eV/Å.

Calculated values
- Charge: 0
- LUMO level (alpha / beta): -1.6466 / -1.6442 eV
- Calculated total energy: -1665.3046 Eh
- ⟨S²⟩: 0.752
- 2S+1: 2